A cluster of 15 separate species, C90H211O46P in total at a distorted geometry, computed with ωB97M-V with the def2-TZVPD basis set.

```
348
C90H211O46P ωB97M-V with the def2-TZVPD basis set
C -15.25483 -3.98227 0.83789
O -13.88298 -4.17806 0.41660
C -13.10498 -3.01025 0.33381
C -11.61695 -3.25559 0.42112
O -11.27221 -3.54664 1.71390
C -9.95513 -4.14227 1.76203
C -8.79926 -3.05458 1.88446
O -7.57413 -3.43099 1.17160
C -6.81976 -2.24143 0.95900
H -15.52706 -2.95367 0.60129
H -15.31006 -4.05755 1.92389
H -15.98299 -4.63893 0.36178
H -13.49065 -2.43402 1.17483
H -13.26507 -2.62838 -0.67448
H -11.00780 -2.41374 0.09199
H -11.42741 -4.17471 -0.13331
H -9.64926 -4.59952 0.82103
H -9.86463 -4.99464 2.43536
H -8.66352 -2.69439 2.90424
H -9.10825 -2.23402 1.23693
H -5.82205 -2.45842 0.57744
H -6.63697 -1.78041 1.92964
H -7.34123 -1.62027 0.23076
C 4.96133 -4.83678 -0.57256
O 4.64175 -5.50264 -1.82672
C 4.41048 -6.90129 -1.77583
C 3.86966 -7.21534 -3.10718
O 3.48829 -8.69023 -3.06580
C 3.42039 -9.31052 -4.34715
C 3.21504 -10.79722 -4.08278
O 3.17540 -11.48216 -5.36201
C 2.49511 -12.71172 -5.50265
H 4.09554 -5.01412 0.06546
H 5.19599 -3.77943 -0.69522
H 5.82143 -5.36749 -0.16431
H 3.60986 -7.05760 -1.05286
H 5.35098 -7.40590 -1.55462
H 4.64871 -7.03035 -3.84675
H 3.00325 -6.65761 -3.46266
H 4.39034 -9.19310 -4.83037
H 2.74937 -8.80576 -5.04217
H 2.21283 -10.94654 -3.68108
H 4.00130 -11.29017 -3.51102
H 2.70475 -13.15203 -6.47747
H 1.44868 -12.40771 -5.47677
H 2.84285 -13.42475 -4.75514
C -6.68570 3.52177 -0.02292
O -6.88754 2.34520 -0.78478
C -5.97636 2.07410 -1.87345
C -6.15232 0.75051 -2.59121
O -5.69776 -0.30573 -1.67716
C -5.81747 -1.69735 -2.20110
C -5.07552 -1.88453 -3.59195
O -5.63872 -1.16703 -4.69964
C -4.85545 -1.61659 -5.86509
H -7.14289 4.38432 -0.50777
H -5.65324 3.78633 0.20540
H -7.34547 3.52117 0.84472
H -4.95653 2.16297 -1.49908
H -6.15546 2.88837 -2.57558
H -5.50413 0.85027 -3.46184
H -7.18535 0.53424 -2.86356
H -6.85944 -2.00753 -2.27981
H -5.27295 -2.34446 -1.51345
H -4.99263 -2.96523 -3.70738
H -4.04164 -1.54401 -3.53512
H -4.84441 -2.70102 -5.97456
H -3.81963 -1.27753 -5.85078
H -5.20476 -1.18285 -6.80209
C -5.07601 0.91067 2.28580
O -6.16541 1.46190 2.97256
C -5.90896 2.76739 3.58473
C -6.72539 3.12160 4.90816
O -7.71075 4.11751 4.72756
C -7.28661 5.36325 4.35075
C -7.98149 6.60395 4.84309
O -9.34136 6.70966 4.38736
C -9.46091 7.01717 3.01112
H -4.56765 1.63011 1.64385
H -5.39395 0.21772 1.50680
H -4.42372 0.37536 2.97577
H -5.79732 3.63578 2.93548
H -4.92293 2.77621 4.04924
H -6.13605 3.45030 5.76416
H -7.41065 2.31484 5.16826
H -7.17423 5.28847 3.26914
H -6.26786 5.60322 4.65515
H -7.44687 7.50627 4.54629
H -8.04302 6.50611 5.92694
H -10.15018 7.74984 2.59135
H -9.55862 6.09406 2.43979
H -8.51890 7.46872 2.69994
C -4.71019 -5.68079 0.85958
O -4.50181 -4.86982 -0.32500
C -3.37181 -3.95624 -0.15124
C -2.04391 -4.59172 0.12895
O -1.49128 -5.67232 -0.73050
C -0.31215 -6.25523 -0.09962
C 0.23754 -7.55643 -0.90539
O -0.22814 -8.75961 -0.48229
C -1.67298 -8.80112 -0.83695
H -5.68281 -6.16929 0.91843
H -4.79502 -5.02540 1.72640
H -4.06740 -6.49923 1.18374
H -3.73101 -3.28334 0.62740
H -3.20167 -3.33347 -1.02948
H -2.05553 -4.90527 1.17282
H -1.33407 -3.76546 0.16782
H -0.51092 -6.57333 0.92381
H 0.41242 -5.46201 0.08456
H 1.32607 -7.60068 -0.87011
H 0.10826 -7.36381 -1.97042
H -2.32996 -8.00184 -0.49398
H -2.24373 -9.67818 -0.53180
H -1.70140 -8.68295 -1.92015
C 6.40686 -1.36679 -1.48525
O 7.02809 -0.66284 -0.46742
C 7.24564 -1.23204 0.89490
C 7.81509 -2.70434 1.00926
O 9.11674 -2.80590 0.40479
C 9.64650 -4.12876 0.71960
C 11.06299 -4.11903 0.19298
O 11.31734 -5.34659 -0.45546
C 12.66243 -5.92500 -0.37616
H 5.36499 -1.36690 -1.16495
H 6.59929 -2.43773 -1.54973
H 6.36836 -0.92270 -2.47994
H 6.41417 -1.14467 1.59429
H 7.97502 -0.57508 1.36873
H 7.25897 -3.51452 0.53763
H 7.83556 -3.12031 2.01655
H 9.06631 -4.83405 0.12458
H 9.59442 -4.36062 1.78338
H 11.62309 -4.02206 1.12302
H 11.22374 -3.28043 -0.48452
H 12.68532 -6.96535 -0.70056
H 12.79895 -6.06146 0.69661
H 13.35920 -5.32270 -0.95912
C -2.28674 0.51925 8.00502
O -1.06571 0.87037 8.64229
C 0.03066 0.13533 8.04275
C 0.15284 -0.22741 6.53354
O -0.46085 -1.45558 6.20542
C -0.58440 -1.75071 4.81319
C 0.67775 -2.54989 4.51450
O 0.84887 -3.89817 4.97335
C 0.85399 -4.15138 6.32566
H -2.25140 0.69146 6.92929
H -3.13459 1.02454 8.46755
H -2.51487 -0.54141 8.11022
H 0.11728 -0.78012 8.62803
H 0.84842 0.75914 8.40362
H 1.18163 -0.51163 6.31238
H -0.26906 0.59254 5.95235
H -0.58851 -0.85170 4.19686
H -1.54929 -2.23808 4.67329
H 1.59077 -2.09398 4.89744
H 1.10711 -2.61555 3.51478
H -0.05725 -3.65370 6.65743
H 1.79151 -3.80206 6.75825
H 0.79522 -5.21827 6.54103
C 1.18100 5.08737 5.67829
O 1.82284 3.91794 6.13252
C 2.67116 3.27735 5.14752
C 3.64563 4.19863 4.33355
O 3.14454 4.69182 3.08043
C 3.05618 3.68826 2.08985
C 4.40063 3.43866 1.45284
O 4.36272 3.18130 0.03732
C 5.26651 2.16377 -0.43524
H 0.39816 5.36904 6.38251
H 0.48648 4.83630 4.87660
H 1.79877 5.95014 5.42913
H 1.86026 2.74155 4.65410
H 3.35994 2.51242 5.50608
H 4.57353 3.64800 4.17893
H 3.78122 5.00715 5.05189
H 2.56740 4.22402 1.27612
H 2.36896 2.85914 2.25835
H 4.95774 2.61014 1.89021
H 5.05431 4.28348 1.66983
H 6.32489 2.38641 -0.57073
H 4.85235 1.70516 -1.33315
H 5.36176 1.31114 0.23711
C 0.46724 -5.84169 -7.03102
O 1.07721 -5.68023 -5.70403
C 1.65111 -4.39766 -5.37118
C 0.78351 -3.80042 -4.29020
O -0.55840 -3.47247 -4.65581
C -0.86044 -2.37581 -5.60899
C -0.53673 -1.01734 -5.12672
O -1.20994 -0.60176 -3.91521
C -1.93437 0.58592 -4.10724
H 0.25077 -6.90735 -7.10600
H 1.23075 -5.73320 -7.80134
H -0.29477 -5.06264 -7.05375
H 1.73517 -3.70251 -6.20652
H 2.69339 -4.45230 -5.05689
H 1.19722 -3.00940 -3.66471
H 0.78057 -4.54270 -3.49202
H -1.93754 -2.52282 -5.68862
H -0.42924 -2.56037 -6.59291
H -0.67890 -0.35860 -5.98343
H 0.51034 -0.91018 -4.84339
H -2.73823 0.50109 -4.83849
H -1.26857 1.36519 -4.47809
H -2.23628 1.05803 -3.17233
C -1.85708 2.01100 4.08578
O -1.95048 0.83631 3.13907
C -1.43916 1.31743 1.79357
C -1.65597 0.31682 0.63741
O -0.51662 -0.60420 0.59057
C -0.04502 -0.91068 -0.77307
C 1.00380 0.13747 -1.21888
O 2.32770 0.00816 -0.77360
C 2.49476 0.35797 0.57835
H -2.62107 2.75976 3.87653
H -0.83112 2.37266 4.15439
H -2.13982 1.67837 5.08453
H -0.35582 1.40820 1.87258
H -1.86791 2.27778 1.50722
H -1.67280 0.82646 -0.32596
H -2.60245 -0.22165 0.68579
H -0.72661 -1.06474 -1.60961
H 0.56114 -1.77578 -0.50422
H 0.63578 1.12727 -0.94877
H 1.07551 0.07875 -2.30494
H 3.55322 0.26926 0.82307
H 2.00355 -0.29158 1.30284
H 2.38662 1.43566 0.70079
C 6.00038 -1.93258 -10.77465
O 6.10847 -3.11845 -9.93675
C 6.95167 -2.91280 -8.73009
C 6.23876 -1.96949 -7.78203
O 5.03016 -2.49998 -7.33388
C 3.77251 -2.22072 -8.01347
C 3.22231 -0.91562 -7.51530
O 2.71474 -0.03191 -8.57240
C 1.39287 -0.36022 -8.85140
H 5.67136 -1.00837 -10.29960
H 5.09044 -1.92753 -11.37472
H 6.90231 -1.72997 -11.35222
H 7.86385 -2.48837 -9.14948
H 7.21170 -3.87711 -8.29354
H 6.13362 -0.99222 -8.25318
H 6.91032 -1.92992 -6.92440
H 3.03712 -2.99572 -7.79742
H 3.88708 -2.18325 -9.09678
H 4.09252 -0.34025 -7.19941
H 2.63547 -0.99551 -6.60024
H 1.30381 -1.04405 -9.69552
H 0.76422 0.50081 -9.07837
H 0.93361 -0.85768 -7.99716
C 2.98074 2.41078 -6.12072
O 3.62564 3.42204 -5.25727
C 3.61082 3.06963 -3.78275
C 2.40428 3.68661 -2.91452
O 1.02301 3.46474 -3.17856
C 0.27216 4.18461 -2.21129
C -1.13868 3.54581 -2.10694
O -1.84061 4.06253 -0.98028
C -3.06780 4.80494 -1.14490
H 2.09480 1.96595 -5.66757
H 3.76882 1.67835 -6.29560
H 2.76705 2.98370 -7.02305
H 4.49536 3.68068 -3.60303
H 3.87027 2.02065 -3.63989
H 2.56286 4.75496 -3.06149
H 2.51545 3.38234 -1.87377
H 0.32552 5.22287 -2.53880
H 0.69104 4.15537 -1.20541
H -0.93021 2.53041 -1.76991
H -1.76349 3.40962 -2.98964
H -3.59915 4.97696 -0.20886
H -3.64948 4.36043 -1.95245
H -2.94353 5.86475 -1.36730
C -3.75225 3.85440 8.36830
O -3.93769 4.55290 7.08129
C -2.74708 5.05579 6.64201
C -2.94976 5.76704 5.36532
O -1.91015 5.58369 4.44989
C -2.25694 5.36160 3.09688
C -3.06210 6.57763 2.56825
O -4.36200 6.04294 2.18802
C -5.26352 7.20563 2.08537
H -3.52245 4.61784 9.11156
H -2.89882 3.17811 8.41736
H -4.61858 3.25913 8.65680
H -2.01823 4.25687 6.50561
H -2.48710 5.82944 7.36448
H -3.22111 6.80807 5.54060
H -3.82196 5.28675 4.92182
H -2.94184 4.52475 2.96016
H -1.37575 5.15980 2.48788
H -2.53983 7.00629 1.71292
H -3.09349 7.37805 3.30747
H -6.28266 6.81980 2.10946
H -5.24177 7.72130 1.12531
H -5.14969 7.86776 2.94370
C 11.02139 1.63092 4.25546
O 10.50038 0.39034 4.75213
C 9.67350 -0.23097 3.78238
C 8.45943 -0.89780 4.44824
O 7.18814 -0.21634 4.34798
C 6.01196 -0.71735 4.94605
C 5.60446 -2.15632 4.63882
O 4.89138 -2.23467 3.46975
C 4.47130 -3.57802 3.30060
H 11.45339 2.14670 5.11305
H 10.10513 2.22129 4.25035
H 11.69754 1.70982 3.40417
H 10.20655 -1.03851 3.28056
H 9.38680 0.51182 3.03796
H 8.69944 -1.09503 5.49303
H 8.39251 -1.91379 4.05915
H 5.23547 0.04499 4.88271
H 6.24752 -0.57136 6.00023
H 5.04161 -2.54322 5.48829
H 6.48414 -2.79707 4.57816
H 3.62271 -3.74238 3.96466
H 5.18134 -4.39895 3.40067
H 4.13307 -3.77371 2.28305
C -0.81470 9.75759 -4.30227
C -0.79453 10.29767 -2.85828
O 0.34195 9.71478 -2.18904
P 0.15393 8.28220 -1.50679
O -0.84325 7.40705 -2.10733
O 1.68374 7.69181 -1.60352
C 2.04965 6.82663 -0.52472
C 3.33723 7.34128 0.22255
O -0.01082 8.52904 0.07527
C 0.35985 9.80740 0.65517
C -0.47240 10.11633 1.96083
H -1.04113 10.55722 -5.00755
H 0.14458 9.38513 -4.66163
H -1.55734 8.95982 -4.31482
H -0.57698 11.36572 -2.85057
H -1.70925 10.20026 -2.27356
H 1.28164 6.39256 0.11547
H 2.39549 5.94796 -1.06918
H 3.81907 6.68561 0.94784
H 4.02920 7.81934 -0.47080
H 2.88504 8.21350 0.69462
H 1.43053 9.95583 0.79560
H 0.16757 10.71904 0.08945
H -0.41812 9.49752 2.85650
H -0.20749 11.15183 2.17453
H -1.52592 10.24607 1.71312
```

Summary:
Largest force on an atom: 4.13 eV Å⁻¹
2S+1: 1
HOMO energy: -9.258 eV
E_LUMO: 0.3263 eV
Total energy: -7356.794895 hartree

Atom charges from the Mulliken analysis, given in e for atoms 1 to 8: C -0.72; O -0.36; C -0.52; C -0.29; O -0.34; C -0.60; C -0.37; O -0.35